88
Properties=species:S:1:pos:R:3:forces:R:3:lowdin_charge:R:1 method="wB97M-V/def2-TZVPD" charge=+1 lumo_ev=-5.077 e_tot_ev=-75098.2102 gap_ev=4.385 e_homo_ev=-9.461 fmax_ev_per_a=8.70
Al 0.53260 0.65341 1.17632 -0.593 0.237 3.202 0.57
C 1.19470 0.44191 3.36182 -0.073 0.708 0.084 -0.20
C 2.24450 0.99281 2.53852 -0.043 0.673 0.065 -0.21
C 0.46200 2.46851 2.49512 -0.247 -0.557 -0.466 -0.20
C 0.07640 1.31031 3.29812 0.807 0.424 0.391 -0.20
C 1.79190 2.27951 2.04062 0.273 -0.651 0.084 -0.25
C 1.31020 -0.78589 4.20862 0.131 -0.009 0.010 0.01
H 2.00630 -1.51169 3.77962 -0.031 0.044 0.099 0.09
H 0.34180 -1.27489 4.34422 0.660 0.243 -0.091 0.04
H 1.68730 -0.51339 5.20292 0.031 -0.038 -0.167 0.11
C -1.23090 1.16351 4.00952 -0.181 0.834 0.972 -0.03
H -1.37480 0.14091 4.36822 0.034 1.278 0.073 0.03
H -2.05540 1.40961 3.33302 0.064 -0.122 0.313 0.11
H -1.27810 1.83731 4.87532 0.081 0.273 -0.115 0.11
C -0.36390 3.70121 2.31932 -0.054 0.046 -0.085 0.00
H -0.26690 4.33331 3.21262 -0.100 -0.118 -0.202 0.11
H -1.41620 3.44861 2.17602 0.051 0.121 0.147 0.09
H -0.03550 4.28151 1.45372 -0.035 -0.010 0.141 0.08
C 2.62860 3.28651 1.31422 -0.025 -0.025 -0.043 -0.01
H 3.14230 3.94181 2.03002 -0.080 -0.111 -0.164 0.11
H 2.01710 3.91631 0.66322 0.117 -0.001 0.052 0.09
H 3.39840 2.80981 0.70102 -0.008 0.122 0.086 0.08
C 3.65790 0.49871 2.47792 0.004 -0.025 0.004 0.00
H 4.26820 1.00891 3.23532 -0.118 -0.096 -0.164 0.11
H 4.11400 0.69181 1.50342 0.052 0.013 0.104 0.08
H 3.71820 -0.57439 2.67292 0.023 0.147 0.026 0.08
C -0.40990 -1.19669 0.38392 0.831 -1.888 -0.776 -0.07
C 0.73730 -1.54369 1.11232 -1.138 -2.297 -1.563 -0.09
C 2.04520 -1.97799 0.48302 -0.022 0.535 0.215 -0.10
C 2.46670 -1.03629 -0.65668 -0.225 0.097 0.142 -0.11
C 2.00270 0.39551 -0.40268 -0.075 0.980 -3.254 -0.08
C 0.82390 0.94521 -0.96048 2.257 -0.918 -0.771 -0.08
C -0.14400 0.13521 -1.79358 -0.407 -0.050 0.615 -0.13
C -0.51480 -1.21619 -1.13278 0.484 -0.020 -0.050 -0.12
H 1.96460 -3.01769 0.12822 -0.181 0.294 0.083 0.15
H 2.06360 -1.38569 -1.61248 -0.007 0.202 0.173 0.12
H 2.81930 -1.97929 1.25752 -0.151 -0.051 -0.108 0.11
H 0.11490 -2.02159 -1.52818 -0.119 0.141 0.058 0.12
H -1.35530 -1.24889 0.91252 0.302 0.318 -0.121 0.11
H 0.57210 -1.91679 2.11962 0.064 0.504 -0.290 0.09
H -1.54470 -1.46769 -1.40128 0.155 0.055 0.170 0.13
H -1.05270 0.72721 -1.91758 0.082 -0.017 -0.147 0.13
H 0.80410 2.01741 -1.14748 0.002 0.119 0.578 0.14
H 0.27420 -0.03889 -2.79748 0.023 0.228 0.251 0.12
H 3.55710 -1.04769 -0.76188 -0.201 0.193 0.106 0.14
H 2.80830 1.09461 -0.19768 -0.333 0.062 0.418 0.11
P -0.68360 -0.07799 -6.10298 -0.067 -0.668 0.281 0.79
P -0.33510 2.65321 -7.65518 -0.026 0.576 -0.469 0.78
C -0.69530 -0.14059 -7.96728 -0.095 -0.039 0.066 -0.44
C -1.04790 1.21151 -8.60028 0.172 0.237 -0.147 -0.46
H -1.44050 -0.89059 -8.26048 0.257 0.024 -0.053 0.07
H 0.28120 -0.49609 -8.32408 -0.166 0.136 0.150 0.07
H -0.64050 1.25961 -9.61798 -0.239 -0.025 0.035 0.07
H -2.13700 1.33311 -8.68018 0.225 0.051 0.145 0.08
C -1.15500 4.04741 -8.56698 0.099 -0.175 -0.074 -0.33
H -0.70050 4.99511 -8.26048 -0.040 -0.142 -0.046 0.03
H -2.21700 4.08911 -8.30668 0.129 -0.031 -0.026 0.03
H -1.05730 3.94171 -9.65468 -0.032 0.047 0.151 0.04
C 1.33050 2.72231 -8.47148 -0.115 -0.031 0.044 -0.32
H 1.25450 2.72771 -9.56578 0.006 -0.005 0.157 0.04
H 1.92470 1.85691 -8.16118 -0.022 0.093 -0.048 0.02
H 1.85820 3.62541 -8.14868 -0.064 -0.130 -0.027 0.03
C -2.13400 -1.19039 -5.78028 0.134 -0.017 0.006 -0.32
H -2.19800 -1.40569 -4.70878 -0.041 0.012 -0.103 0.02
H -2.05850 -2.13749 -6.32868 -0.021 0.135 0.092 0.04
H -3.05680 -0.68139 -6.07628 0.118 -0.059 0.047 0.04
C 0.68260 -1.28999 -5.76858 -0.133 -0.053 -0.120 -0.33
H 1.64730 -0.84569 -6.03128 -0.110 -0.029 0.000 0.03
H 0.55290 -2.22239 -6.33238 0.065 0.116 0.125 0.04
H 0.70430 -1.52259 -4.69888 -0.010 -0.055 -0.078 0.00
C -2.35520 -3.04529 9.50272 -0.009 -0.007 0.515 -0.05
C -2.20670 -2.79509 8.02802 -0.235 -0.355 -0.005 -0.27
C -2.85220 -3.60639 7.07902 0.686 0.943 -0.651 -0.01
C -2.70310 -3.35709 5.69882 0.025 0.017 -0.159 -0.04
C -1.90700 -2.29729 5.22782 1.049 1.127 1.501 -0.22
C -1.26450 -1.49629 6.22802 -0.423 -0.555 -0.599 -0.07
C -1.41450 -1.74619 7.58592 -0.290 -0.310 -0.627 -0.04
S -1.77160 -2.02719 3.37282 -3.588 -1.426 -7.793 0.84
O -1.27430 -3.29769 2.66582 1.124 2.966 2.943 -0.37
O -3.19620 -1.95799 2.80262 3.002 1.210 2.863 -0.38
O -0.94390 -0.60359 2.59792 -3.292 -5.394 3.237 -0.59
H -3.42130 -2.95639 9.79582 0.597 -0.202 -0.059 0.09
H -1.98050 -4.05799 9.75572 -0.351 0.519 -0.035 0.09
H -1.77520 -2.30749 10.10232 -0.406 -0.517 -0.457 0.09
H -3.47120 -4.42849 7.41042 -0.032 -0.036 -0.093 0.12
H -3.21430 -3.99849 4.99172 0.024 0.061 -0.046 0.12
H -0.62770 -0.65489 6.04892 0.087 0.188 -0.643 0.08
H -0.90320 -1.10429 8.29682 -0.075 -0.083 -0.082 0.12